No. 1
{
  "formula": "C14H22ClNRe",
  "method": "the ωB97M-V functional and the def2-TZVPD basis",
  "max_force_ev_per_a": 2.866,
  "lumo_energy_ev": [-6.88, -8.89],
  "homo_lumo_gap_ev": [7.272, 7.666],
  "energy_ev": -30999.3445,
  "homo_energy_ev": [-14.15, -16.56],
  "spin_multiplicity": 4,
  "charge": 2,
  "elements": ["H", "H", "H", "N", "H", "Re", "H", "C", "C", "C", "H", "H", "C", "C", "H", "H", "Cl", "H", "C", "C", "C", "H", "C", "H", "C", "H", "H", "H", "C", "H", "C", "C", "H", "H", "H", "H", "H", "C", "H"],
  "xyz": [[-1.562, 1.760, -2.944], [1.474, -0.504, 3.031], [0.328, -1.181, -1.879], [-0.111, -1.913, -1.295], [2.504, -3.568, 0.134], [-0.047, -1.394, 0.875], [1.815, 2.756, -1.834], [1.636, -0.947, 2.067], [-1.382, -2.862, 1.762], [1.682, -2.389, 1.833], [2.951, -1.098, -1.023], [-2.409, 2.480, -1.558], [-0.939, -1.935, 2.743], [0.920, 2.805, -2.462], [-0.436, -2.202, 3.659], [2.308, 0.776, 0.844], [-0.272, 0.931, -0.447], [1.598, -3.142, 2.619], [-2.108, -2.125, 0.747], [-1.619, 2.637, -2.298], [2.493, -1.321, -0.053], [0.896, 1.925, -3.108], [2.144, -0.298, 0.911], [-1.174, 0.280, 2.923], [2.235, -2.596, 0.514], [-1.066, -2.007, -1.653], [-2.609, 0.073, 0.635], [-0.378, 4.816, -0.737], [-2.103, -0.747, 1.123], [0.644, 3.641, 0.109], [-0.291, 3.754, -0.447], [-1.349, -0.623, 2.349], [-1.919, 3.487, -2.922], [1.026, 3.685, -3.111], [0.375, -2.784, -1.430], [-1.211, -3.938, 1.805], [-2.617, -2.600, -0.085], [-0.308, 2.845, -1.623], [-1.120, 3.525, 0.227]],
  "forces_ev_per_angstrom": [[-0.1, 0.1, -0.1], [0.0, 0.2, 0.2], [-0.1, -0.6, 0.4], [0.0, 0.5, -0.9], [-0.2, 0.0, -0.3], [1.6, -0.4, -2.3], [-0.1, 0.1, -0.1], [1.8, -0.7, 0.5], [-1.0, 0.0, -0.1], [1.1, 0.4, -0.2], [-0.3, -0.3, 0.4], [0.1, 0.1, -0.2], [-1.1, 0.1, 0.9], [0.5, -0.9, 0.2], [0.2, 0.1, -0.1], [-0.2, -0.4, -0.2], [0.1, 0.8, -0.6], [-0.2, 0.2, -0.4], [-0.7, -0.5, 1.1], [-0.3, -0.7, 0.1], [0.6, 0.4, 0.3], [0.1, 0.1, -0.1], [0.2, -0.9, -0.3], [0.0, -0.1, -0.2], [0.2, 1.3, 0.8], [0.4, -0.1, 0.1], [0.1, -0.2, -0.1], [0.0, -0.4, -0.3], [-1.2, 0.0, 0.8], [-0.1, 0.2, -0.1], [0.1, 0.0, 0.7], [-1.4, -0.2, 0.7], [0.4, 0.1, 0.1], [-0.4, 0.0, 0.2], [0.2, -0.4, -0.5], [0.0, 0.4, -0.2], [0.1, 0.3, 0.1], [-0.3, 1.1, -0.2], [0.1, 0.2, -0.1]],
  "lowdin_charge": [0.09, 0.13, 0.06, -0.02, 0.13, 1.43, 0.09, -0.27, -0.12, -0.19, 0.13, 0.09, -0.17, -0.06, 0.15, 0.12, 0.50, 0.14, -0.15, -0.09, -0.10, 0.09, -0.15, 0.15, -0.08, 0.08, 0.11, 0.13, -0.21, 0.09, -0.10, -0.17, 0.13, 0.13, 0.08, 0.15, 0.14, -0.55, 0.09]
}


No. 2
{
  "formula": "C4H7O2P",
  "method": "the ωB97M-V functional and the def2-TZVPD basis",
  "max_force_ev_per_a": 3.890,
  "lumo_energy_ev": [-0.47, -0.47],
  "homo_lumo_gap_ev": [7.344, 7.345],
  "energy_ev": -17640.4854,
  "homo_energy_ev": [-7.81, -7.81],
  "charge": 0,
  "elements": ["H", "H", "O", "C", "H", "H", "C", "O", "P", "H", "H", "C", "H", "C"],
  "xyz": [[1.737, -0.116, 1.099], [-1.406, -1.615, -2.496], [-0.069, 1.470, -0.723], [0.780, -0.323, 1.402], [-0.558, 1.207, 2.475], [1.006, -0.894, -1.166], [-0.371, 1.735, 0.460], [-0.092, -1.088, 0.469], [-1.376, -0.452, -1.836], [0.782, -0.898, 2.217], [-1.105, 2.525, 0.658], [0.021, 0.910, 1.533], [-0.531, -0.169, -2.984], [0.038, -0.878, -0.798]],
  "forces_ev_per_angstrom": [[2.4, -0.2, -1.8], [-0.6, -2.5, -0.5], [0.9, -0.8, -1.5], [-2.3, 2.9, -1.0], [1.1, -1.0, -1.2], [2.0, 0.3, -0.8], [0.3, -1.7, 1.9], [-0.6, -0.7, -2.1], [0.1, 1.3, -0.7], [0.1, -2.0, 3.3], [0.1, 0.1, 0.1], [-1.8, 2.6, 1.6], [-0.3, 0.7, 0.8], [-1.3, 0.9, 1.9]],
  "lowdin_charge": [0.10, -0.16, -0.17, -0.14, 0.11, 0.08, -0.34, -0.07, 0.88, 0.08, 0.11, -0.09, -0.05, -0.37]
}


No. 3
{
  "formula": "C4H14N3",
  "method": "the ωB97M-V functional and the def2-TZVPD basis",
  "max_force_ev_per_a": 1.473,
  "lumo_energy_ev": -5.25,
  "homo_lumo_gap_ev": 6.945,
  "energy_ev": -8837.3542,
  "homo_energy_ev": -12.19,
  "charge": 1,
  "elements": ["H", "N", "H", "H", "H", "H", "C", "H", "C", "H", "H", "H", "H", "C", "N", "H", "H", "C", "N", "H", "H"],
  "xyz": [[0.586, -1.439, 0.809], [1.282, -0.761, -2.638], [-0.434, -0.263, -0.663], [-1.216, 2.015, -0.507], [-1.672, -1.420, 2.679], [-0.645, 0.399, 3.735], [0.265, 0.581, -0.849], [-1.114, 1.046, 2.137], [-0.479, 0.335, 2.665], [0.553, 0.545, 2.401], [-0.406, 0.522, -2.899], [1.157, 0.338, -0.267], [0.704, -1.583, -2.497], [0.542, 0.461, -2.362], [-0.893, -0.989, 2.185], [1.598, -0.842, -3.591], [0.200, 2.292, 0.261], [-0.272, -1.759, 1.385], [-0.215, 1.933, -0.590], [1.165, 1.324, -2.596], [-0.705, -2.735, 1.202]],
  "forces_ev_per_angstrom": [[0.2, 0.1, 0.3], [-0.1, -0.5, 0.3], [-0.3, 0.5, 0.4], [-0.2, 0.0, -0.1], [-0.1, 0.3, -0.1], [0.0, -0.1, 0.0], [-0.4, -0.5, -1.3], [0.0, 0.2, 0.2], [-0.4, 0.4, -0.7], [0.1, -0.2, 0.0], [-0.1, 0.3, 0.0], [0.3, 0.3, -0.2], [-0.1, 0.1, 0.0], [0.7, -0.1, 0.6], [0.7, -0.8, 0.8], [0.1, 0.3, -0.2], [-0.1, 0.2, -0.1], [-0.5, 0.1, -0.4], [0.1, -0.4, 0.9], [-0.1, -0.1, -0.3], [0.1, -0.1, 0.0]],
  "lowdin_charge": [0.10, -0.01, 0.08, 0.07, 0.18, 0.11, -0.32, 0.10, 0.01, 0.11, 0.11, 0.10, 0.06, -0.29, 0.02, 0.07, 0.06, 0.17, 0.02, 0.12, 0.13]
}


No. 4
{
  "formula": "C19H31N3O2S",
  "method": "the ωB97M-V functional and the def2-TZVPD basis",
  "max_force_ev_per_a": 0.753,
  "lumo_energy_ev": 0.63,
  "homo_lumo_gap_ev": 8.121,
  "energy_ev": -39606.5774,
  "homo_energy_ev": -7.49,
  "charge": 0,
  "elements": ["H", "H", "O", "H", "C", "H", "N", "H", "C", "C", "C", "H", "C", "C", "C", "C", "H", "H", "H", "C", "H", "C", "H", "C", "H", "H", "H", "C", "H", "H", "H", "C", "H", "H", "H", "H", "H", "H", "C", "H", "N", "S", "C", "H", "C", "H", "H", "H", "H", "N", "C", "H", "H", "C", "O", "C"],
  "xyz": [[2.675, 1.142, 1.329], [-1.411, -1.811, -2.937], [-4.653, -0.676, -0.595], [0.533, 0.845, 2.291], [-2.564, 1.725, 1.275], [-0.501, -0.784, -1.836], [1.604, 1.116, -2.201], [-0.517, -2.691, -0.139], [-5.919, -0.059, -0.653], [2.993, 0.799, -1.926], [-2.427, -0.793, 0.117], [1.504, -0.846, -0.125], [-1.380, 1.015, 1.336], [-3.681, 1.192, 0.653], [-1.328, -0.247, 0.757], [4.675, -1.933, 0.849], [2.624, -2.443, 1.218], [1.260, 1.112, -3.148], [3.101, -0.877, 1.864], [-6.706, -0.201, 0.647], [-6.440, -0.587, -1.457], [-3.633, -0.061, 0.065], [-4.581, 1.784, 0.616], [0.555, 2.573, 0.987], [-5.826, 0.997, -0.941], [5.532, -0.215, 1.837], [4.805, -2.469, -0.093], [-0.694, -1.816, -2.120], [3.308, -0.014, -2.586], [-0.188, 3.203, 0.493], [-0.451, 2.209, 2.842], [0.816, 1.751, -1.296], [4.938, -2.619, 1.658], [-0.407, -0.808, 0.818], [-7.693, 0.238, 0.530], [2.800, -1.554, -1.096], [-2.622, 2.713, 1.709], [-1.548, -3.604, -1.255], [5.622, -0.739, 0.888], [-6.193, 0.294, 1.468], [3.153, 0.409, -0.551], [-0.678, 2.281, -1.776], [2.655, 1.465, 0.286], [-6.813, -1.254, 0.896], [-0.159, 1.625, 1.967], [0.232, -2.274, -2.460], [3.638, 1.672, -2.113], [3.326, 2.334, 0.183], [1.262, 3.210, 1.530], [1.289, 1.869, -0.039], [3.205, -1.542, 1.005], [6.651, -1.073, 0.779], [5.388, -0.045, 0.087], [-1.264, -2.596, -0.940], [-2.464, -2.035, -0.455], [2.594, -0.904, -0.243]],
  "forces_ev_per_angstrom": [[0.0, 0.1, -0.1], [0.0, 0.0, -0.1], [0.3, -0.1, 0.1], [0.0, 0.0, 0.1], [0.2, -0.1, 0.1], [0.1, 0.1, 0.0], [0.3, -0.1, 0.1], [-0.1, 0.0, 0.0], [-0.4, 0.1, 0.1], [0.3, 0.1, -0.1], [-0.3, 0.0, -0.1], [0.0, -0.1, -0.1], [-0.1, 0.0, 0.2], [-0.2, 0.0, -0.2], [-0.1, -0.2, 0.0], [-0.1, 0.2, 0.2], [-0.1, 0.1, 0.1], [-0.1, 0.0, 0.1], [-0.1, 0.0, 0.1], [0.3, 0.0, -0.3], [0.1, 0.2, 0.1], [0.2, -0.2, -0.1], [-0.1, 0.0, 0.0], [-0.2, 0.1, 0.4], [0.0, -0.1, 0.0], [0.0, 0.1, 0.1], [0.0, -0.1, 0.0], [-0.3, -0.1, 0.3], [0.0, 0.1, 0.1], [0.2, 0.0, 0.1], [0.0, 0.0, 0.1], [-0.1, -0.1, -0.3], [0.0, -0.1, -0.1], [0.1, -0.1, 0.0], [-0.1, 0.1, 0.0], [-0.1, 0.0, 0.0], [0.0, 0.1, 0.1], [0.1, 0.1, 0.1], [0.1, -0.2, -0.1], [0.0, 0.0, 0.1], [0.0, 0.0, -0.1], [-0.6, 0.3, -0.4], [0.4, 0.1, 0.1], [0.0, -0.1, 0.0], [0.0, 0.2, -0.3], [0.1, 0.0, -0.1], [-0.1, -0.2, 0.0], [-0.1, -0.1, 0.1], [0.0, 0.0, 0.0], [0.2, -0.2, -0.3], [0.1, -0.1, -0.4], [0.1, 0.0, 0.0], [0.1, 0.1, 0.0], [0.4, -0.1, -0.3], [-0.3, 0.3, 0.2], [-0.1, -0.1, 0.3]],
  "lowdin_charge": [0.12, 0.08, -0.03, 0.11, -0.06, 0.03, 0.02, 0.11, -0.25, -0.18, -0.19, 0.09, -0.26, -0.01, 0.02, -0.26, 0.11, 0.11, 0.10, -0.06, 0.12, -0.19, 0.11, -0.18, 0.12, 0.07, 0.11, -0.06, 0.13, 0.08, 0.12, -0.83, 0.10, 0.10, 0.07, 0.12, 0.12, 0.12, -0.11, 0.07, -0.14, 0.67, -0.14, 0.08, -0.12, 0.07, 0.13, 0.14, 0.12, -0.08, -0.19, 0.07, 0.05, -0.24, -0.03, -0.18]
}